# 1
A structure of composition C45H54MnNO4PS5Si4Te at a distorted geometry, computed with ωB97M-V/def2-TZVPD.

Calculated values
Total charge: -2
Spin multiplicity: 6
Energy above the lowest of the compared OMol25 structures with the same formula, charge and spin in kJ/mol: 217.3
Expectation value of S²: 8.76
E_LUMO (alpha / beta) in eV: 3.278 / 3.278

Atoms and positions in Å:
Mn -2.8634 -0.0384 2.4883
O -1.7756 1.6444 1.6684
C -2.6949 2.7256 1.3964
C -4.0753 2.0920 0.9435
O -4.8336 2.8223 0.3457
O -4.3401 0.9162 1.3660
C -2.9143 3.5069 2.6687
C -1.9177 3.4754 3.6801
C -2.1775 4.0569 4.9280
C -3.4195 4.7051 5.1383
C -4.2723 4.8733 4.1069
C -4.1240 4.2010 2.8796
C -2.0885 3.6074 0.2755
C -2.2708 3.2591 -1.0538
C -1.6644 3.9689 -2.1165
C -0.9070 5.0702 -1.8178
C -0.7173 5.4522 -0.4871
C -1.2823 4.6670 0.5614
H -0.8218 1.7774 1.4884
H -0.9590 3.0267 3.4430
H -1.3730 4.1747 5.6466
H -3.6667 5.0549 6.1730
H -5.2101 5.3722 4.2967
H -4.8799 4.2690 2.0521
H -2.8011 2.3218 -1.2435
H -1.7537 3.7531 -3.2024
H -0.4609 5.6417 -2.6118
H -0.1915 6.3476 -0.2517
H -1.2776 5.1166 1.5905
O -3.4340 -9.8604 -2.9837
N -3.5452 -8.9042 -4.0089
C -3.6875 -7.7510 -3.5275
C -3.6999 -6.5818 -4.3436
C -4.1488 -6.7048 -5.6446
C -4.4599 -5.5514 -6.3958
C -4.3575 -4.3143 -5.7715
C -4.0089 -4.2083 -4.4720
C -3.7294 -5.3246 -3.6652
P -3.1764 -5.0576 -1.8514
C -1.2312 -5.0821 -2.0559
C -0.5160 -5.6254 -3.1300
C 0.8435 -5.5887 -3.1572
C 1.5930 -4.9268 -2.1668
C 0.8972 -4.2867 -1.1370
C -0.5224 -4.4418 -1.0455
C -3.4452 -3.3090 -1.6557
C -2.6510 -2.3439 -2.2583
C -2.8298 -1.0561 -1.9336
C -3.8842 -0.6100 -1.1822
C -4.7426 -1.5634 -0.6078
C -4.5230 -2.9296 -0.8307
H -3.4905 -9.3800 -2.1687
H -3.8420 -7.6188 -2.4242
H -4.1808 -7.7166 -6.0976
H -4.6121 -5.6554 -7.4716
H -4.5701 -3.3878 -6.2638
H -4.1291 -3.2243 -3.9966
H -1.0675 -6.0068 -3.9925
H 1.3070 -6.1857 -3.9627
H 2.6704 -4.8518 -2.0238
H 1.4594 -3.7915 -0.3787
H -1.0387 -3.8881 -0.2742
H -1.7417 -2.6311 -2.7322
H -2.1307 -0.3385 -2.2845
H -4.1232 0.3899 -0.9257
H -5.5591 -1.1663 -0.0568
H -5.2145 -3.6291 -0.3118
S -2.8988 -4.0852 8.4545
C -2.9324 -3.2586 7.0160
S -2.4698 -3.7897 5.4023
C -2.5695 -2.2779 4.4991
C -3.1463 -1.2548 5.2149
S -3.4867 0.4018 4.8266
S -3.4357 -1.6178 6.9008
S -2.2392 -2.4324 2.7679
C 7.0517 0.4388 0.6316
Si 5.3897 0.2896 1.5556
C 5.6283 0.4051 3.4793
C 4.8974 -1.4737 1.2861
Si 3.8293 1.7024 0.5896
Te 1.4125 0.9709 0.7407
Si 4.1497 2.1279 -1.7317
C 2.7170 3.2657 -2.3893
C 5.6312 3.2957 -2.0885
C 4.5572 0.6757 -2.7879
Si 4.1967 3.6948 1.7670
C 6.0881 4.1490 1.7139
C 3.6713 3.3983 3.5261
C 3.0878 5.1028 1.0931
H 7.8225 0.1534 1.3292
H 7.3216 1.3600 0.1870
H 7.0902 -0.3598 -0.1232
H 6.4019 -0.2566 3.7692
H 4.7044 0.0888 4.0230
H 5.9917 1.3613 3.8612
H 5.6867 -2.2248 1.4783
H 4.6462 -1.4839 0.2512
H 3.9771 -1.7315 1.8341
H 2.4330 3.9009 -1.5446
H 1.7064 2.6910 -2.5961
H 3.0380 3.8284 -3.3265
H 5.5519 4.3100 -2.3607
H 6.1530 2.8736 -3.0359
H 6.4375 3.1438 -1.4158
H 5.6064 0.5538 -2.7430
H 4.4505 0.8716 -3.8869
H 4.0125 -0.2777 -2.6293
H 6.7291 3.2271 1.8924
H 6.3808 4.8558 2.4524
H 6.4143 4.4142 0.6755
H 3.5787 4.3274 4.0957
H 4.4311 2.8833 4.0250
H 2.7306 2.8265 3.4865
H 3.5691 5.3494 0.1280
H 3.1976 5.9909 1.6214
H 2.0638 4.8371 0.9221

Atomic partial charges in e from the Mulliken method, atoms 1 to 8:
1 Mn 0.63
2 O 0.87
3 C 3.03
4 C -0.06
5 O -0.69
6 O -0.81
7 C -0.77
8 C 0.09


# 2
A structure of composition C45H54MnNO4PS5Si4Te at a distorted geometry, computed with ωB97M-V/def2-TZVPD.

Calculated values
Total charge: -2
Spin multiplicity: 6
Energy above the lowest of the compared OMol25 structures with the same formula, charge and spin in kJ/mol: 1151.4
Expectation value of S²: 8.76
E_LUMO (alpha / beta) in eV: 3.185 / 3.128

Atoms and positions in Å:
Mn 0.4978 -0.2875 1.6059
O -0.8923 -0.6046 3.2808
C -2.2502 -0.9692 3.1083
C -2.4704 -1.3798 1.5515
O -3.4751 -1.9427 1.0846
O -1.3208 -1.3112 0.9305
C -2.6512 -1.9407 4.1887
C -2.8312 -3.1790 3.8715
C -2.9889 -4.2287 4.9082
C -3.1568 -3.6997 6.3199
C -2.9856 -2.4437 6.5618
C -2.7472 -1.3603 5.4874
C -3.1115 0.2939 3.4763
C -4.5187 0.2367 3.6670
C -5.2047 1.1648 4.4091
C -4.5090 2.2926 4.8999
C -3.1814 2.5162 4.6548
C -2.4324 1.4366 3.8744
H -0.4629 -1.4877 3.5412
H -2.6760 -3.6789 2.9903
H -3.4296 -5.3908 4.9586
H -3.7363 -4.2270 7.0815
H -2.9342 -1.9609 7.5179
H -2.6792 -0.3049 5.8638
H -4.4526 -1.1864 3.5852
H -6.2470 1.0259 4.5445
H -5.2058 3.0988 5.3726
H -2.4917 3.1781 4.8560
H -1.3434 1.6318 3.7673
O -1.4044 1.0916 0.0250
N -0.3759 1.5991 0.7365
C -0.2909 2.8887 0.5479
C 0.7700 3.8013 1.0924
C 0.5763 5.1420 0.6044
C 1.6242 6.0749 0.8237
C 2.7891 5.6887 1.5516
C 2.7955 4.4337 2.2075
C 1.7815 3.5040 2.0775
P 1.9594 1.7891 2.9226
C 3.7602 1.6528 3.1075
C 4.3915 1.1745 4.2740
C 5.8206 1.1011 4.4145
C 6.5847 1.6522 3.3768
C 5.9771 2.0500 2.1743
C 4.6109 2.0669 2.0064
C 1.4332 2.0365 4.5853
C 1.4331 3.3811 5.3127
C 0.7446 3.4786 6.5820
C 0.5512 2.3509 7.3318
C 0.5410 1.1566 6.6260
C 1.0368 0.9980 5.2776
H -1.3972 0.1296 0.3173
H -0.9656 3.3853 -0.1999
H -0.2087 5.3275 -0.0043
H 1.7832 7.0352 0.4003
H 3.7437 6.2939 1.4813
H 3.8174 4.4803 2.5991
H 3.7780 0.9590 5.0481
H 6.1682 0.5862 5.2509
H 7.6778 1.7179 3.5547
H 6.6829 2.2936 1.3588
H 4.1930 2.4890 1.1415
H 1.7007 4.2830 4.7855
H 0.7254 4.4690 6.8678
H 0.1456 2.7823 8.3545
H 0.0186 0.0938 7.0664
H 0.8645 0.0321 4.8075
S 7.1972 -2.8573 0.2498
C 5.5953 -2.3527 0.4141
S 4.5248 -3.3024 1.3499
C 3.1042 -2.1283 1.3083
C 3.2896 -1.0673 0.4828
S 2.0989 0.1872 -0.0042
S 4.8660 -0.9574 -0.2473
S 1.7478 -2.1978 2.4589
C -1.3410 -4.6445 -7.1432
Si -1.6023 -2.7951 -7.4477
C -0.2964 -2.4905 -8.7706
C -3.1985 -2.5775 -8.4124
Si -1.2874 -1.7950 -5.4200
Te -3.1874 -2.6259 -4.1903
Si -1.7813 0.4400 -5.5192
C -3.3670 0.6574 -6.5529
C -2.1921 1.1701 -3.8152
C -0.6509 1.7736 -6.4849
Si 0.9279 -2.4384 -4.8111
C 2.2727 -2.8356 -6.1668
C 0.7014 -4.0571 -3.8214
C 1.6157 -1.0537 -3.8193
H -1.5905 -5.3196 -8.0867
H -1.8170 -5.1508 -6.3036
H -0.2348 -4.7568 -6.9064
H -0.2556 -3.4542 -9.3787
H 0.7193 -2.3116 -8.3049
H -0.5552 -1.7049 -9.5514
H -3.0316 -2.4749 -9.4957
H -4.0136 -1.8775 -8.1199
H -3.7493 -3.5298 -8.2680
H -4.0631 -0.1472 -6.2041
H -3.0794 0.5785 -7.5722
H -3.8214 1.6097 -6.4173
H -2.8479 0.4960 -3.3678
H -2.6438 2.0785 -3.8743
H -1.4082 1.2806 -3.2514
H -0.1593 1.4982 -7.3769
H 0.2810 1.9724 -5.8800
H -1.2574 2.6247 -6.6311
H 1.9515 -3.7655 -6.6735
H 3.2046 -3.0213 -5.7072
H 2.3739 -2.0716 -6.9147
H 0.4928 -4.8252 -4.5471
H -0.1383 -4.0961 -3.1274
H 1.5703 -4.2703 -3.1886
H 1.5034 -0.2036 -4.4357
H 2.6441 -1.1818 -3.5334
H 0.9399 -0.7897 -2.9669

Atomic partial charges in e from the Mulliken method, atoms 1 to 8:
1 Mn 1.45
2 O 0.75
3 C 2.55
4 C -0.86
5 O -0.74
6 O -1.05
7 C -0.88
8 C 0.17


# 3
A structure of composition C45H55ClHgN7O7Se2 at a distorted geometry, computed with ωB97M-V/def2-TZVPD.

Calculated values
Total charge: -2
Spin multiplicity: 2
Energy above the lowest of the compared OMol25 structures with the same formula, charge and spin in kJ/mol: 60.1
Expectation value of S²: 0.76
E_LUMO (alpha / beta) in eV: 3.739 / 3.739

Atoms and positions in Å:
Hg -0.3814 0.7881 -0.8830
C 2.2314 -3.3270 -2.1548
Se 1.8649 -2.3332 -0.5099
C 3.7978 -2.4776 0.0908
C 3.8629 -2.4929 1.5956
Se 2.6967 -1.0505 2.3057
C 1.9708 -2.1681 3.7361
H 2.9897 -2.8029 -2.7333
H 1.2918 -3.3588 -2.6931
H 2.5700 -4.3338 -1.9078
H 4.3226 -1.6054 -0.3109
H 4.2471 -3.3842 -0.3239
H 4.8838 -2.3618 1.9722
H 3.4382 -3.4195 1.9858
H 2.7946 -2.5693 4.3269
H 1.3895 -2.9711 3.2876
H 1.3323 -1.5435 4.3533
C -3.5625 -2.1271 6.8617
O -4.3074 -0.9789 7.1669
C -4.8785 -0.3076 6.0929
C -5.4746 0.9232 6.3621
C -6.0858 1.6472 5.3635
C -6.1055 1.1823 4.0349
C -5.4723 -0.0479 3.7827
C -4.9004 -0.7915 4.7914
N -6.9715 1.7494 3.1420
N -6.9171 1.6968 1.8789
C -5.8218 1.5353 1.1116
C -6.0577 1.0097 -0.1788
C -5.0500 0.6369 -1.0182
C -3.6684 0.7573 -0.6656
O -2.7700 0.2591 -1.3645
C -3.4121 1.5352 0.5557
N -2.1521 1.9280 0.7551
C -1.8808 2.7841 1.7097
C -2.8582 3.2892 2.5686
C -4.1503 2.8426 2.4314
C -4.4696 1.9253 1.4172
H -3.0746 -2.4320 7.7883
H -2.7980 -1.9216 6.1046
H -4.1999 -2.9451 6.5026
H -5.4669 1.2820 7.3819
H -6.5561 2.5923 5.5983
H -5.4723 -0.4399 2.7765
H -4.4806 -1.7550 4.5404
H -7.0898 0.8096 -0.4433
H -5.2739 0.1975 -1.9800
H -0.8499 3.0950 1.8049
H -2.6002 4.0263 3.3180
H -4.9347 3.2148 3.0753
O -1.3110 2.7700 -2.0138
O -0.3987 3.4238 -2.6974
C 0.5659 1.0225 -4.5298
N 1.9103 0.4786 -4.4866
C 1.9871 -0.7663 -5.2227
C 2.3009 0.2379 -3.1012
C 2.4062 1.5021 -2.2900
C 3.4036 2.4113 -2.6307
C 3.5785 3.5852 -1.9248
C 2.7596 3.8475 -0.8416
C 1.7568 2.9521 -0.5082
C 1.5528 1.7695 -1.2178
H 0.2592 1.1557 -5.5674
H 0.5434 1.9921 -4.0318
H -0.1660 0.3678 -4.0262
H 1.7056 -0.5971 -6.2642
H 1.3335 -1.5456 -4.8018
H 3.0166 -1.1326 -5.2001
H 3.2884 -0.2447 -3.1243
H 1.5809 -0.4464 -2.6124
H 4.0284 2.1900 -3.4861
H 4.3385 4.2974 -2.2241
H 2.8874 4.7631 -0.2716
H 1.0909 3.2051 0.3074
C 1.4019 3.8075 4.3621
C 2.3390 3.2784 3.2799
N 1.8683 2.0177 2.7631
C 0.7240 1.3689 3.1539
N 0.2837 0.4458 2.3938
C -0.8570 -0.3509 2.7682
C -1.6425 0.2169 3.9529
C -0.6721 0.7601 4.9957
N 0.1598 1.7570 4.3646
C 0.9232 2.6346 5.2109
H 0.5280 4.2728 3.9037
H 1.9119 4.5532 4.9765
H 3.3429 3.1341 3.7101
H 2.4284 4.0131 2.4699
H 2.1194 1.7848 1.8116
H -0.5057 -1.3665 2.9802
H -1.4830 -0.4488 1.8796
H -2.2826 -0.5475 4.3900
H -2.2815 1.0350 3.6198
H -0.0607 -0.0576 5.4180
H -1.2043 1.2314 5.8300
H 1.7880 2.1258 5.6749
H 0.2665 2.9870 6.0159
C -4.7867 -2.5836 -2.9218
C -3.6405 -2.1998 -3.8111
C -3.8290 -1.1974 -4.7529
C -2.8353 -0.8746 -5.6555
Cl -3.1155 0.3721 -6.8225
C -1.6341 -1.5557 -5.6642
C -1.4312 -2.5392 -4.7192
C -2.4018 -2.8628 -3.7728
O -2.1072 -3.9176 -2.9563
C -2.1796 -3.7540 -1.5437
C -1.2857 -2.6153 -0.9080
O -1.5288 -2.3930 0.2720
O -0.4255 -2.0906 -1.6502
H -5.7262 -2.1891 -3.3093
H -4.6382 -2.1834 -1.9197
H -4.8693 -3.6692 -2.8579
H -4.7672 -0.6620 -4.8007
H -0.8673 -1.3097 -6.3823
H -0.5011 -3.0866 -4.6883
H -1.8354 -4.7165 -1.1488
H -3.2054 -3.5903 -1.1982

Atomic partial charges in e from the Mulliken method, atoms 1 to 8:
1 Hg 1.14
2 C -0.72
3 Se 0.67
4 C -0.97
5 C -0.75
6 Se 0.23
7 C -0.64
8 H 0.27


# 4
A structure of composition C45H56BN7O6S4V at a distorted geometry, computed with ωB97M-V/def2-TZVPD.

Calculated values
Total charge: -2
Spin multiplicity: 4
Energy above the lowest of the compared OMol25 structures with the same formula, charge and spin in kJ/mol: 226.3
Expectation value of S²: 3.76
E_LUMO (alpha / beta) in eV: 3.617 / 3.617

Atoms and positions in Å:
V -0.2890 -0.5343 -2.0426
C 3.7035 -1.4967 -3.4017
C 2.9715 -1.5987 -4.6128
C 1.6756 -2.0091 -4.3038
C 1.5697 -2.1369 -2.8922
C 2.8422 -1.8330 -2.3496
H 4.7558 -1.2383 -3.3158
H 3.3531 -1.3890 -5.6050
H 0.8888 -2.2118 -5.0146
H 0.7965 -2.6833 -2.3605
H 3.0995 -1.8949 -1.2984
C -0.3073 7.9268 0.7476
C -0.5983 6.4512 0.8282
C -0.1593 5.5803 -0.1624
C -0.4032 4.2156 -0.0783
C -1.0954 3.7115 1.0116
C -1.5523 4.5658 2.0053
C -1.3006 5.9256 1.9108
S -1.3422 1.9417 1.1701
O -2.5606 1.8109 1.9561
O -0.1223 1.4705 1.7978
N -1.4046 1.3594 -0.2727
C -2.4180 1.6437 -1.1358
C -3.4786 2.5504 -0.9363
C -4.4304 2.6869 -1.9224
C -4.3458 1.9271 -3.0813
C -3.2638 1.0743 -3.2092
N -2.3082 0.9532 -2.2918
H -0.1048 8.2332 -0.2790
H 0.5678 8.1869 1.3487
H -1.1471 8.5167 1.1191
H 0.3780 5.9699 -1.0207
H -0.0576 3.5404 -0.8556
H -2.1090 4.1546 2.8379
H -1.6596 6.5931 2.6879
H -3.5535 3.1019 -0.0104
H -5.2567 3.3756 -1.7777
H -5.0948 1.9803 -3.8591
H -3.1485 0.4630 -4.0956
C 2.3128 3.4094 2.9423
C 2.9593 2.0737 3.2978
C 3.7046 1.4329 2.1263
C 2.8224 0.7627 1.0631
N 2.3073 1.6547 0.0144
C 2.4942 1.4425 -1.3090
S 1.2452 1.7324 -2.4310
N 3.6687 1.0125 -1.7586
C 4.9640 1.0813 -1.1246
C 5.9373 1.8620 -2.0036
C 5.4909 3.3008 -2.2542
C 5.4199 4.1483 -0.9877
H 1.8513 3.8692 3.8190
H 1.5341 3.2871 2.1930
H 3.0617 4.1058 2.5524
H 2.2009 1.3775 3.6667
H 3.6672 2.2291 4.1188
H 4.3944 0.6717 2.5041
H 4.3217 2.2092 1.6608
H 1.9376 0.3322 1.5377
H 3.3565 -0.0610 0.5910
H 1.3597 1.9502 0.2248
H 3.6147 0.5715 -2.6742
H 5.3488 0.0751 -0.9306
H 4.8564 1.5789 -0.1665
H 6.0469 1.3429 -2.9604
H 6.9213 1.8476 -1.5210
H 4.5066 3.2852 -2.7301
H 6.1724 3.7623 -2.9746
H 4.6316 3.7985 -0.3178
H 5.1977 5.1901 -1.2248
H 6.3662 4.1234 -0.4389
C 0.6033 -7.3084 3.0818
C -0.1571 -6.2917 3.9342
C 0.6731 -6.0151 5.1956
C -1.4951 -6.9253 4.3406
C -0.4125 -4.9811 3.1834
C -1.1183 -3.9584 3.8213
C -1.4026 -2.7423 3.1995
C -0.9567 -2.5753 1.9074
O -1.1001 -1.5165 1.0747
B -0.4675 -1.8439 -0.1704
O 0.0730 -3.1615 0.0113
C -0.2492 -3.5776 1.2607
C 0.0353 -4.7812 1.8718
H 0.7528 -8.2268 3.6559
H 1.5849 -6.9315 2.7879
H 0.0509 -7.5629 2.1757
H 0.8520 -6.9433 5.7481
H 0.1639 -5.3157 5.8602
H 1.6382 -5.5789 4.9293
H -1.3260 -7.8641 4.8779
H -2.1015 -7.1349 3.4576
H -2.0700 -6.2619 4.9879
H -1.4685 -4.1069 4.8367
H -1.9551 -1.9598 3.7040
H 0.5787 -5.5366 1.3219
N -4.6350 0.7495 1.8115
C -4.6150 -0.2411 0.8133
C -5.6238 -0.3400 -0.1435
C -5.5690 -1.3155 -1.1356
C -4.5092 -2.2018 -1.1630
C -3.5160 -2.1255 -0.1895
C -3.5591 -1.1548 0.7859
S -4.2718 -3.4058 -2.4438
O -5.2691 -3.1493 -3.4735
O -4.3047 -4.7035 -1.8153
N -2.7829 -3.0818 -2.8676
C -2.4603 -2.2314 -3.8428
S -3.2304 -2.1456 -5.4388
C -2.0556 -0.9814 -5.9449
C -1.2246 -0.6955 -4.9240
N -1.4389 -1.3921 -3.7565
H -5.0943 1.5925 1.4986
H -3.6935 0.9716 2.1194
H -6.4380 0.3781 -0.1375
H -6.3250 -1.3653 -1.9091
H -2.6756 -2.8055 -0.2376
H -2.7403 -1.0610 1.4921
H -2.0571 -0.5444 -6.9301
H -0.4016 0.0069 -4.9629

Atomic partial charges in e from the Mulliken method, atoms 1 to 8:
1 V 0.67
2 C -0.61
3 C -0.83
4 C -0.96
5 C -0.41
6 C -0.69
7 H 0.63
8 H 0.38


Number 1: DFT total energy -7012.32030 a.u.. Number 2: DFT total energy -7011.96451 a.u.. Number 3: DFT total energy -8074.03210 a.u.. Number 4: DFT total energy -5144.83865 a.u..